(1)
Density functional theory data (ωB97M-V with the def2-TZVPD basis set) for a molecular structure, C33H48ClLiN2O4P.

Properties
Molar mass (g/mol): 610.1
Strongest force on any atom (eV/A): 1.40
2S+1: 1
Total charge: -1
LUMO (eV): 2.28
Calculated total energy (hartree): -2506.11581

Structure (XYZ):
```
90
C33H48ClLiN2O4P, DFT ωB97M-V with the def2-TZVPD basis set
H -2.97 -2.59 -5.99
C 4.38 1.56 -1.00
H 3.11 -2.10 -2.20
C 0.79 -0.43 1.39
H 0.77 0.79 3.16
C -0.68 4.78 0.81
C 0.77 -0.22 2.78
H -3.86 1.47 -3.28
H 2.03 -1.74 6.80
C 4.70 1.68 0.35
O -1.96 -0.02 -2.23
C 0.77 0.65 0.41
H -1.57 4.50 0.25
H -3.84 -1.66 -1.21
H -3.43 -4.29 -5.79
H -4.44 -3.00 -5.11
H -0.63 -3.90 -3.38
C 0.71 0.29 5.63
H -4.34 -0.22 -3.28
H 3.94 -1.43 1.40
Li 0.65 -1.69 -1.17
C 0.80 1.12 -1.83
H 1.59 0.81 5.27
H 4.51 2.41 -1.65
H -0.55 -2.92 5.48
C -1.18 -3.83 -4.32
H -0.59 -1.75 6.80
C 0.77 -2.58 3.07
C 0.66 2.97 -0.30
H 1.98 -2.92 5.49
C 0.57 5.32 -1.25
H -0.69 -3.09 -4.93
O -1.14 -2.34 -1.40
C -3.16 0.34 -1.57
H -0.18 0.80 5.29
H 0.89 -3.66 1.23
C 0.83 -2.69 1.70
C 1.82 4.85 0.84
C 4.06 -0.59 0.72
C 0.72 2.02 0.71
H 0.70 2.33 1.74
C 3.70 -0.77 -0.65
C 0.59 4.46 0.02
C -3.69 -0.75 -0.65
C -0.54 -1.86 5.71
O -0.18 -1.21 -3.45
H 1.80 5.91 1.09
H -2.78 -4.23 -2.06
C 3.20 -1.95 -1.14
H -2.09 1.37 -0.01
H -3.16 -5.35 -3.38
H -3.73 2.00 -0.28
C 0.70 2.49 -1.61
C 1.98 -1.85 5.72
N 0.81 0.24 -0.86
C 0.72 -1.17 5.16
N 0.83 -1.67 0.87
O -2.63 -2.05 -3.48
H -2.43 2.36 -1.42
H -2.95 -0.96 0.12
C -2.84 1.61 -0.76
H 0.73 0.32 6.72
H 3.23 -2.84 -0.52
P -1.36 -1.47 -2.60
H 0.75 -3.47 3.68
H 2.73 4.64 0.27
H 4.80 0.70 2.25
H -0.69 4.25 1.76
H 3.68 0.27 -2.53
C 0.74 -1.30 3.65
H -4.32 -4.09 -2.91
C -3.42 -3.31 -5.32
H -1.19 -4.79 -4.82
H 0.65 3.15 -2.46
H -0.31 5.12 -1.85
H -0.72 5.85 1.02
C 3.92 0.37 -1.48
H 0.83 0.72 -2.82
H 1.87 4.27 1.76
C -4.21 0.65 -2.65
H -4.63 -0.44 -0.19
Cl 5.30 3.20 0.96
H -5.16 0.93 -2.20
H 0.57 6.37 -0.97
H 1.46 5.13 -1.86
C 4.54 0.60 1.21
H -1.43 -1.41 5.28
C -3.26 -4.33 -3.03
H 2.87 -1.41 5.28
C -2.60 -3.36 -4.02
```


(2)
Density functional theory data (ωB97M-V with the def2-TZVPD basis set) for a molecular structure, C33H48F5N5O3OsS3Si3.

Properties
Molar mass (g/mol): 1028.5
Energy above the lowest of the compared OMol25 structures with the same formula, charge and spin (eV): 1.043
Strongest force on any atom (eV/A): 1.32
2S+1: 1
Total charge: +2
LUMO (spin up / spin down) (eV): -6.69 / -6.69
Calculated total energy (hartree): -4438.26039

Structure (XYZ):
```
101
C33H48F5N5O3OsS3Si3, DFT ωB97M-V with the def2-TZVPD basis set
H 5.09 2.11 -0.07
F -5.97 -1.18 -1.79
H -2.90 2.15 -3.66
F -3.83 -0.07 -0.72
H -3.14 4.50 0.54
C -3.76 3.63 0.74
N 1.95 1.72 5.08
C 5.36 0.96 -3.24
Si -0.37 3.40 0.01
C -0.09 -0.59 3.68
O 1.16 -2.18 1.68
C 3.73 0.75 -1.05
H 4.42 -0.01 1.85
C -1.38 1.70 0.09
C -3.00 2.11 -2.58
H -4.33 3.40 -0.16
H 1.85 4.82 -0.76
H -5.07 0.94 1.08
C -3.38 -3.48 0.35
N 0.49 -0.11 4.76
N 1.11 0.95 4.30
H 0.31 2.79 -2.83
H 2.76 3.49 -1.49
H 5.20 -2.13 1.26
H 6.57 2.27 -2.04
Si -2.87 2.11 1.37
N 0.18 0.20 2.62
F -6.47 -3.83 -1.46
Si -1.51 1.22 -1.92
H -3.91 -0.14 1.88
F -2.54 -4.26 1.03
H 3.65 -3.65 2.18
C 4.86 1.56 -0.97
H 0.44 -6.29 1.13
O 1.43 0.00 -0.13
C 3.70 -0.66 1.34
C -0.24 4.46 1.53
H -1.15 4.14 -2.31
C 2.22 3.81 -0.59
F -4.73 -5.36 -0.04
C -4.23 0.89 1.77
C -1.00 4.55 -1.32
H -0.69 -1.17 -1.91
C -3.10 -2.12 0.21
H -0.25 5.34 -1.40
H 2.74 -2.60 -0.49
H -0.70 -1.47 3.65
C -5.14 -1.94 -1.09
C -1.50 -0.61 -2.38
H 0.92 1.19 -2.41
H -1.14 2.83 3.13
H 4.96 -1.33 -0.26
C -4.50 -4.07 -0.20
H -1.93 5.04 -1.02
H -3.09 3.13 -2.22
H -4.48 3.93 1.51
H 2.99 -1.04 2.08
C 3.11 -3.86 1.25
S 1.37 -3.68 1.69
H -2.42 -1.17 -2.24
C -0.34 -6.25 -0.87
C -5.39 -3.29 -0.93
H 2.91 3.83 0.26
C 4.22 0.17 -3.30
H -0.62 -7.29 -0.87
C 4.42 -1.76 0.58
H 1.76 1.47 6.05
S -1.65 -1.62 1.10
C 0.26 -5.69 0.24
H 0.30 5.35 1.20
H 3.26 -4.92 1.03
H 1.75 2.70 4.91
H -4.59 1.22 2.75
O 1.17 2.88 -0.33
H -3.93 1.59 -2.35
H 3.98 -0.37 -4.21
H -2.08 1.39 3.58
C 0.35 -3.55 -0.89
H 6.00 1.04 -4.11
C -0.26 -4.12 -1.99
C -4.01 -1.38 -0.53
Os -0.39 0.15 0.66
C 0.62 -4.35 0.22
C -0.60 -5.47 -1.99
H 0.61 -2.50 -0.85
C -2.11 2.36 3.07
H -0.47 -3.51 -2.86
H 4.20 -3.55 -0.56
C 0.06 1.73 -2.81
H -1.29 -0.60 -3.45
H 2.51 -0.57 -2.22
N 0.97 1.17 3.04
H -1.19 4.80 1.94
S 2.77 0.62 0.43
H -0.08 1.41 -3.85
C 5.68 1.65 -2.08
H -1.07 -5.90 -2.86
H 0.35 4.00 2.32
C 3.40 0.05 -2.19
H -2.82 2.98 3.63
C 3.59 -2.95 0.11
```


- Which value of strongest force on any atom does entry 1 give?
  1.40 eV/A